{
  "formula": "C8H14NO",
  "method": "ωB97M-V with the def2-TZVPD basis set",
  "symbols": ["C", "C", "C", "C", "C", "C", "C", "C", "N", "O", "H", "H", "H", "H", "H", "H", "H", "H", "H", "H", "H", "H", "H", "H"],
  "positions_angstrom": [[0.533, 0.556, 0.813], [-0.821, 1.193, 0.348], [0.272, -0.981, 0.655], [1.972, 0.719, 0.451], [-1.845, 0.376, 0.187], [2.433, 1.813, -0.480], [-3.241, 0.667, -0.282], [1.163, -2.815, -0.457], [-1.391, -1.009, 0.480], [0.846, -1.492, -0.425], [0.595, 0.790, 1.956], [-0.747, 2.322, 0.151], [0.529, -1.702, 1.509], [1.784, 2.391, -1.107], [3.177, 1.503, -1.169], [2.977, 2.661, 0.106], [-3.450, 1.728, -0.676], [-3.964, 0.531, 0.551], [-3.604, -0.061, -0.961], [0.439, -3.433, -1.191], [1.419, -3.324, 0.549], [2.028, -2.875, -1.075], [-1.536, -1.604, -0.269], [-1.896, -1.235, 1.337]],
  "total_charge": 1,
  "orbital_gap_ha": 0.30533,
  "lumo_ev": -3.641,
  "spin_multiplicity": 1,
  "total_energy_ha": -442.7570
}



{
  "formula": "C9H15HgN2",
  "method": "ωB97M-V with the def2-TZVPD basis set",
  "symbols": ["Hg", "N", "C", "C", "C", "N", "H", "H", "H", "H", "H", "H", "H", "H", "H", "H", "C", "C", "C", "C", "C", "C", "H", "H", "H", "H", "H"],
  "positions_angstrom": [[0.182, -0.389, -1.264], [-2.183, -1.976, -0.059], [-3.228, -1.413, 0.802], [-3.792, -0.099, 0.248], [-3.106, 1.166, 0.769], [-1.891, 1.488, 0.015], [-2.585, -2.375, -0.899], [-1.698, -2.727, 0.418], [-2.777, -1.226, 1.779], [-4.053, -2.117, 0.958], [-4.853, -0.041, 0.502], [-3.716, -0.116, -0.843], [-2.815, 1.007, 1.810], [-3.827, 1.992, 0.758], [-1.309, 2.134, 0.531], [-2.121, 1.927, -0.869], [5.104, 0.464, -0.220], [4.161, 0.714, 0.767], [2.812, 0.467, 0.525], [2.424, -0.031, -0.709], [3.358, -0.295, -1.698], [4.705, -0.045, -1.448], [6.151, 0.665, -0.032], [4.476, 1.101, 1.730], [2.085, 0.664, 1.304], [3.054, -0.690, -2.660], [5.443, -0.248, -2.216]],
  "orbital_gap_ha": [0.26028, 0.31413],
  "lumo_ev": [0.854, -0.156],
  "spin_multiplicity": 2,
  "total_energy_ha": -614.7884
}



{
  "formula": "C12H17N",
  "method": "ωB97M-V with the def2-TZVPD basis set",
  "symbols": ["C", "C", "C", "C", "N", "C", "C", "C", "C", "C", "C", "H", "H", "H", "H", "H", "H", "H", "H", "H", "H", "H", "C", "C", "H", "H", "H", "H", "H", "H"],
  "positions_angstrom": [[0.520, -3.067, 0.843], [-0.512, -2.125, 0.149], [0.232, -0.968, -0.485], [0.436, -0.801, -1.800], [1.355, 0.265, -2.021], [1.569, 0.818, -0.787], [2.368, 1.952, -0.558], [2.246, 2.527, 0.677], [1.531, 1.896, 1.704], [0.932, 0.670, 1.510], [0.909, 0.107, 0.224], [1.355, -2.399, 1.048], [0.937, -3.787, 0.129], [0.102, -3.577, 1.696], [-1.130, -2.620, -0.595], [-1.145, -1.607, 0.881], [0.040, -1.310, -2.663], [1.756, 0.593, -2.875], [3.139, 2.247, -1.260], [2.766, 3.464, 0.838], [1.340, 2.395, 2.650], [0.465, 0.081, 2.292], [-4.425, 0.623, -0.143], [-4.528, -0.770, 0.433], [-3.385, 0.956, -0.137], [-4.610, 0.647, -1.238], [-5.045, 1.392, 0.303], [-3.635, -1.337, 0.137], [-5.281, -1.523, 0.211], [-4.439, -0.687, 1.528]],
  "orbital_gap_ha": 0.32457,
  "lumo_ev": 0.873,
  "spin_multiplicity": 1,
  "smiles": "CCc1c[nH]c2ccccc12.CC",
  "total_energy_ha": -522.1817
}



{
  "formula": "C28H28I2N2OSiTi",
  "method": "ωB97M-V with the def2-TZVPD basis set",
  "symbols": ["Ti", "I", "C", "C", "C", "I", "C", "C", "C", "C", "N", "C", "C", "O", "H", "H", "H", "H", "C", "Si", "C", "N", "C", "C", "C", "C", "C", "C", "C", "C", "C", "C", "C", "C", "C", "C", "C", "C", "C", "H", "H", "H", "H", "H", "H", "H", "H", "H", "H", "H", "H", "H", "H", "H", "H", "H", "H", "H", "H", "H", "H", "H", "H"],
  "positions_angstrom": [[-0.358, -0.453, -0.096], [-1.148, 4.406, 0.293], [-2.157, 2.966, -0.814], [-3.400, 3.265, -1.406], [-4.063, 2.335, -2.157], [-5.884, 2.868, -3.027], [-3.516, 1.040, -2.337], [-4.086, 0.010, -3.115], [-3.457, -1.201, -3.227], [-2.268, -1.425, -2.529], [-1.700, -0.497, -1.784], [-2.286, 0.746, -1.708], [-1.575, 1.731, -0.962], [-0.372, 1.409, -0.462], [-3.823, 4.250, -1.268], [-5.020, 0.191, -3.630], [-3.877, -1.991, -3.834], [-1.774, -2.388, -2.564], [-1.317, -0.651, 1.768], [-0.547, -2.258, 2.301], [1.312, -1.907, 1.989], [1.490, -1.182, 0.688], [1.698, -2.072, -0.483], [3.110, -2.018, -1.062], [4.112, -1.983, 0.090], [3.936, -0.691, 0.908], [2.528, -0.118, 0.741], [-0.733, -2.862, 4.042], [-0.412, -2.009, 5.103], [-0.521, -2.438, 6.416], [-0.955, -3.728, 6.688], [-1.283, -4.586, 5.649], [-1.173, -4.155, 4.333], [-1.048, -3.555, 1.042], [-0.308, -4.738, 0.895], [-0.687, -5.717, -0.008], [-1.830, -5.540, -0.782], [-2.588, -4.389, -0.641], [-2.196, -3.403, 0.261], [-0.987, 0.172, 2.413], [-2.409, -0.657, 1.751], [1.948, -2.796, 2.034], [1.658, -1.247, 2.788], [0.980, -1.800, -1.298], [1.438, -3.088, -0.197], [3.238, -1.138, -1.695], [3.258, -2.891, -1.697], [5.129, -2.059, -0.290], [3.952, -2.858, 0.725], [4.644, 0.069, 0.576], [4.147, -0.878, 1.961], [2.454, 0.461, -0.183], [2.273, 0.559, 1.554], [-0.085, -0.992, 4.906], [-0.272, -1.766, 7.228], [-1.042, -4.064, 7.713], [-1.627, -5.590, 5.861], [-1.439, -4.830, 3.527], [0.573, -4.901, 1.510], [-0.104, -6.624, -0.100], [-2.137, -6.310, -1.478], [-3.495, -4.263, -1.220], [-2.817, -2.521, 0.379]],
  "total_charge": 1,
  "orbital_gap_ha": [0.27018, 0.27000],
  "lumo_ev": [-3.438, -3.443],
  "spin_multiplicity": 2,
  "total_energy_ha": -3002.7472
}



{
  "formula": "C2O4P",
  "method": "ωB97M-V with the def2-TZVPD basis set",
  "symbols": ["C", "C", "O", "O", "O", "O", "P"],
  "positions_angstrom": [[0.869, -0.500, 0.022], [0.187, 0.901, -0.090], [1.958, -0.906, 0.295], [-0.105, -1.248, -0.439], [0.724, 2.052, -0.108], [-2.169, -0.240, 0.807], [-1.464, -0.059, -0.488]],
  "total_charge": -1,
  "orbital_gap_ha": 0.28479,
  "lumo_ev": 3.850,
  "spin_multiplicity": 1,
  "total_energy_ha": -718.6191
}



{
  "formula": "C28H40AsN5O5SSiW",
  "method": "ωB97M-V with the def2-TZVPD basis set",
  "symbols": ["W", "O", "C", "C", "C", "N", "C", "C", "C", "O", "O", "C", "O", "O", "H", "H", "H", "C", "C", "N", "C", "S", "N", "N", "C", "C", "C", "C", "C", "C", "C", "N", "H", "H", "H", "H", "H", "H", "H", "H", "H", "H", "H", "H", "H", "C", "Si", "C", "C", "C", "C", "H", "H", "H", "H", "H", "H", "H", "H", "H", "C", "C", "As", "C", "C", "C", "C", "H", "H", "H", "H", "H", "H", "H", "H", "H", "H", "H", "H", "H", "H", "H"],
  "positions_angstrom": [[0.510, 0.072, 0.574], [5.358, 3.940, -0.016], [4.273, 3.159, 0.164], [3.003, 3.527, -0.285], [1.967, 2.652, -0.071], [2.143, 1.485, 0.544], [3.344, 1.141, 1.003], [4.444, 1.952, 0.836], [3.322, -0.179, 1.734], [4.317, -0.621, 2.266], [2.137, -0.705, 1.723], [0.521, 2.903, -0.425], [0.165, 3.888, -1.025], [-0.260, 1.989, 0.095], [5.117, 4.732, -0.511], [2.808, 4.461, -0.797], [5.404, 1.643, 1.223], [-1.650, -5.787, 0.860], [-0.145, -5.572, 0.924], [0.311, -4.486, 0.072], [0.276, -3.187, 0.431], [1.048, -2.060, -0.625], [-0.348, -2.887, 1.542], [-0.268, -1.558, 1.870], [-0.579, -1.276, 3.094], [-1.010, -2.298, 4.096], [-0.434, 0.117, 3.490], [-0.733, 0.555, 4.777], [-0.575, 1.887, 5.097], [-0.114, 2.750, 4.115], [0.169, 2.249, 2.862], [0.012, 0.957, 2.533], [-1.943, -6.622, 1.499], [-1.968, -6.007, -0.160], [-2.170, -4.893, 1.200], [0.382, -6.472, 0.605], [0.160, -5.356, 1.949], [0.833, -4.701, -0.759], [-0.231, -2.425, 4.852], [-1.180, -3.252, 3.611], [-1.922, -1.979, 4.602], [-1.080, -0.152, 5.515], [-0.803, 2.245, 6.092], [0.037, 3.802, 4.308], [0.532, 2.902, 2.087], [2.992, 0.152, -5.002], [1.832, 1.391, -4.218], [2.709, 3.028, -3.956], [0.345, 1.656, -5.323], [1.306, 0.780, -2.582], [0.943, 0.378, -1.489], [3.332, 0.488, -5.984], [2.496, -0.813, -5.126], [3.870, -0.005, -4.372], [3.009, 3.477, -4.906], [3.607, 2.885, -3.349], [2.052, 3.727, -3.433], [0.644, 2.105, -6.273], [-0.375, 2.325, -4.845], [-0.159, 0.712, -5.539], [-3.519, -2.422, 0.910], [-2.865, -1.943, -0.381], [-1.972, -0.199, -0.266], [-3.303, 0.749, 0.817], [-3.182, 2.268, 0.847], [-2.324, 0.520, -2.041], [-1.993, -0.472, -3.151], [-3.980, -3.399, 0.752], [-4.305, -1.743, 1.240], [-2.793, -2.531, 1.715], [-3.621, -1.832, -1.161], [-2.129, -2.661, -0.743], [-4.272, 0.450, 0.408], [-3.245, 0.336, 1.827], [-2.283, 2.586, 1.368], [-4.049, 2.699, 1.353], [-3.132, 2.691, -0.157], [-1.715, 1.421, -2.127], [-3.377, 0.813, -2.066], [-0.953, -0.793, -3.085], [-2.140, -0.005, -4.126], [-2.630, -1.356, -3.110]],
  "orbital_gap_ha": [0.21570, 0.21567],
  "lumo_ev": [-0.689, -0.689],
  "spin_multiplicity": 1,
  "total_energy_ha": -4731.6167
}



Repeat the third record exactly.
{
  "formula": "C12H17N",
  "method": "ωB97M-V with the def2-TZVPD basis set",
  "symbols": ["C", "C", "C", "C", "N", "C", "C", "C", "C", "C", "C", "H", "H", "H", "H", "H", "H", "H", "H", "H", "H", "H", "C", "C", "H", "H", "H", "H", "H", "H"],
  "positions_angstrom": [[0.520, -3.067, 0.843], [-0.512, -2.125, 0.149], [0.232, -0.968, -0.485], [0.436, -0.801, -1.800], [1.355, 0.265, -2.021], [1.569, 0.818, -0.787], [2.368, 1.952, -0.558], [2.246, 2.527, 0.677], [1.531, 1.896, 1.704], [0.932, 0.670, 1.510], [0.909, 0.107, 0.224], [1.355, -2.399, 1.048], [0.937, -3.787, 0.129], [0.102, -3.577, 1.696], [-1.130, -2.620, -0.595], [-1.145, -1.607, 0.881], [0.040, -1.310, -2.663], [1.756, 0.593, -2.875], [3.139, 2.247, -1.260], [2.766, 3.464, 0.838], [1.340, 2.395, 2.650], [0.465, 0.081, 2.292], [-4.425, 0.623, -0.143], [-4.528, -0.770, 0.433], [-3.385, 0.956, -0.137], [-4.610, 0.647, -1.238], [-5.045, 1.392, 0.303], [-3.635, -1.337, 0.137], [-5.281, -1.523, 0.211], [-4.439, -0.687, 1.528]],
  "orbital_gap_ha": 0.32457,
  "lumo_ev": 0.873,
  "spin_multiplicity": 1,
  "smiles": "CCc1c[nH]c2ccccc12.CC",
  "total_energy_ha": -522.1817
}